(1)
# C5H12IP

C5H12IP in the gas phase (ωB97M-V with the def2-TZVPD basis set, OMol25).

Geometry as ORCA input:
```
! wB97M-V def2-TZVPD RIJCOSX def2/J DEFGRID3
* xyz 0 1
C -0.832 2.471 0.098
P -1.195 0.464 1.093
I -3.198 -0.070 -0.093
C 0.119 -0.570 0.151
C 1.460 0.267 0.390
C 0.216 -1.892 0.857
C -0.052 -0.758 -1.375
H 0.222 2.838 0.345
H -1.625 3.199 0.035
H -0.804 2.009 -0.887
H 2.289 -0.376 0.050
H 1.270 1.079 -0.326
H 1.714 0.644 1.313
H 0.152 -1.713 1.979
H 1.046 -2.562 0.760
H -0.753 -2.375 0.714
H 0.147 -1.870 -1.582
H -1.021 -0.409 -1.767
H 0.844 -0.377 -1.757
*
```

## Properties
* structure (SMILES): CP(I)C(C)(C)C
* energy above the lowest of the compared OMol25 structures with the same formula, charge and spin: 95.85 kJ/mol
* E_LUMO: 0.43 eV
* maximum force: 4.074 eV/A
* DFT total energy: -836.69525 Eh

Here are the natural (NBO) charges for atoms 1 to 8, given in e: number 1, C, carries -0.799; number 2, P, carries 0.548; number 3, I, carries -0.122; number 4, C, carries -0.295; number 5, C, carries -0.626; number 6, C, carries -0.646; number 7, C, carries -0.649; number 8, H, carries 0.218

(2)
# C5H12KO7

A molecular structure, C5H12KO7 (ωB97M-V with the def2-TZVPD basis set, OMol25).

Geometry as ORCA input:
```
! wB97M-V def2-TZVPD RIJCOSX def2/J DEFGRID3
* xyz -1 1
K -1.758 0.688 -1.057
C -2.600 -1.341 -4.164
O -3.467 -2.225 -3.782
O -2.711 -0.291 -3.352
O -2.893 -0.935 -5.363
C 1.043 2.895 1.126
C 2.028 1.960 1.968
O 3.203 2.708 2.342
O -0.014 1.949 0.867
H 1.486 3.254 0.203
H 0.607 3.609 1.822
H 2.381 1.085 1.418
H 1.620 1.533 2.887
H 3.877 2.058 2.558
H -0.698 2.048 1.534
C -0.866 -2.426 0.233
C 0.545 -1.858 -0.009
O 0.652 -0.898 -1.036
O -1.619 -1.377 0.823
H -0.854 -3.266 0.934
H -1.204 -2.925 -0.680
H 1.279 -2.661 -0.136
H 0.907 -1.299 0.863
H 1.556 -0.575 -1.022
H -2.499 -1.710 1.023
*
```

## Properties
* energy above the lowest of the compared OMol25 structures with the same formula, charge and spin: 584.96 kJ/mol
* E_LUMO: 1.49 eV
* maximum force: 11.344 eV/A
* DFT total energy: -1324.16266 Eh

Here are the Mulliken charges for atoms 1 to 8, given in e: number 1, K, carries 0.809; number 2, C, carries 0.484; number 3, O, carries -0.751; number 4, O, carries -0.803; number 5, O, carries -0.757; number 6, C, carries -0.412; number 7, C, carries -0.195; number 8, O, carries -0.546

(3)
# C5H12MgO3Ru

A molecular structure, C5H12MgO3Ru (ωB97M-V with the def2-TZVPD basis set, OMol25).

Geometry as ORCA input:
```
! wB97M-V def2-TZVPD RIJCOSX def2/J DEFGRID3
* xyz 1 6
O -1.343 -2.778 -0.507
Mg -2.144 -3.547 -2.050
C 1.605 -1.577 1.884
O 0.692 -0.756 1.165
C 0.626 0.600 1.615
C -0.509 1.327 0.923
C -0.313 1.600 -0.554
O -0.447 0.388 -1.307
C -0.695 0.571 -2.697
Ru -0.206 -1.402 -0.475
H 1.378 -2.619 1.634
H 2.632 -1.329 1.582
H 1.480 -1.418 2.964
H 1.599 1.072 1.406
H 0.461 0.591 2.701
H -0.618 2.302 1.421
H -1.504 0.801 1.100
H 0.682 2.017 -0.777
H -1.075 2.312 -0.899
H -1.114 -0.368 -3.079
H -1.435 1.367 -2.859
H 0.247 0.844 -3.192
*
```

## Properties
* energy above the lowest of the compared OMol25 structures with the same formula, charge and spin: 0.00 kJ/mol
* expectation value of S²: 8.76
* E_LUMO (alpha / beta): -2.51 / -4.16 eV
* maximum force: 2.922 eV/A
* DFT total energy: -718.02227 Eh

Here are the natural (NBO) charges for atoms 1 to 8, given in e: number 1, O, carries -1.308; number 2, Mg, carries 0.972; number 3, C, carries -0.261; number 4, O, carries -0.600; number 5, C, carries -0.067; number 6, C, carries -0.478; number 7, C, carries -0.069; number 8, O, carries -0.596

(4)
# C5H12N

A gas-phase ion, C5H12N (charge +1) (ωB97M-V with the def2-TZVPD basis set, OMol25).

Geometry as ORCA input:
```
! wB97M-V def2-TZVPD RIJCOSX def2/J DEFGRID3
* xyz 1 1
C -1.726 1.300 -1.619
C -0.543 1.424 -0.685
C 0.583 0.686 -0.816
C 1.379 0.052 0.291
C 1.062 -1.374 0.605
N -0.057 -1.326 1.706
H -1.577 1.526 -2.680
H -2.518 2.011 -1.377
H -2.074 0.282 -1.506
H -0.661 2.077 0.171
H 0.680 0.210 -1.793
H 2.443 0.093 0.029
H 1.310 0.862 1.028
H 1.848 -2.049 0.939
H 0.553 -1.952 -0.179
H 0.531 -1.056 2.496
H -0.534 -2.204 1.908
H -0.700 -0.564 1.482
*
```

## Properties
* structure (SMILES): C/C=C/CC[NH3+]
* energy above the lowest of the compared OMol25 structures with the same formula, charge and spin: 189.28 kJ/mol
* E_LUMO: -3.66 eV
* maximum force: 3.457 eV/A
* DFT total energy: -252.15903 Eh

Here are the natural (NBO) charges for atoms 1 to 8, given in e: number 1, C, carries -0.666; number 2, C, carries -0.151; number 3, C, carries -0.203; number 4, C, carries -0.525; number 5, C, carries -0.191; number 6, N, carries -0.687; number 7, H, carries 0.249; number 8, H, carries 0.236

(5)
# C5H12N

A gas-phase ion, C5H12N (charge +1) (ωB97M-V with the def2-TZVPD basis set, OMol25).

Geometry as ORCA input:
```
! wB97M-V def2-TZVPD RIJCOSX def2/J DEFGRID3
* xyz 1 1
C 2.215 0.371 -1.309
C 1.320 -0.323 -0.339
C 0.113 -0.761 -0.679
C -1.000 -1.114 0.299
C -1.229 0.007 1.308
N -1.218 1.360 0.588
H 2.377 1.408 -0.984
H 3.208 -0.087 -1.360
H 1.837 0.465 -2.329
H 1.727 -0.559 0.642
H -0.059 -0.945 -1.733
H -0.660 -1.951 0.911
H -1.893 -1.333 -0.277
H -2.220 -0.015 1.756
H -0.492 0.048 2.103
H -1.381 2.081 1.284
H -0.307 1.447 0.134
H -2.028 1.394 -0.030
*
```

## Properties
* structure (SMILES): C/C=C/CC[NH3+]
* energy above the lowest of the compared OMol25 structures with the same formula, charge and spin: 120.25 kJ/mol
* E_LUMO: -3.55 eV
* maximum force: 1.473 eV/A
* DFT total energy: -252.18532 Eh

Here are the natural (NBO) charges for atoms 1 to 8, given in e: number 1, C, carries -0.656; number 2, C, carries -0.184; number 3, C, carries -0.235; number 4, C, carries -0.475; number 5, C, carries -0.200; number 6, N, carries -0.685; number 7, H, carries 0.225; number 8, H, carries 0.243

(6)
# C5H12N

2 unconnected molecules or ions with the total composition C5H12N (ωB97M-V with the def2-TZVPD basis set, OMol25).

Geometry as ORCA input:
```
! wB97M-V def2-TZVPD RIJCOSX def2/J DEFGRID3
* xyz 1 1
C 0.849 2.186 -0.674
C 1.069 0.717 -0.525
C 0.296 -0.235 -1.046
C 0.619 -1.699 -1.051
H 0.003 2.396 -1.326
H 0.683 2.669 0.289
H 1.732 2.633 -1.117
H 1.948 0.406 0.041
H -0.595 0.073 -1.587
H 1.367 -1.941 -0.293
H -0.267 -2.308 -0.880
H 1.025 -1.990 -2.015
C -1.996 -0.583 1.419
N -0.778 -0.337 1.682
H -2.422 -0.171 0.511
H -2.611 -1.162 2.097
H -0.387 -0.742 2.524
H -0.177 -0.062 0.824
*
```

## Properties
* energy above the lowest of the compared OMol25 structures with the same formula, charge and spin: 183.54 kJ/mol
* E_LUMO: -5.24 eV
* maximum force: 1.239 eV/A
* DFT total energy: -252.16122 Eh

Here are the natural (NBO) charges for atoms 1 to 8, given in e: number 1, C, carries -0.653; number 2, C, carries -0.168; number 3, C, carries -0.232; number 4, C, carries -0.656; number 5, H, carries 0.223; number 6, H, carries 0.226; number 7, H, carries 0.251; number 8, H, carries 0.210

(7)
# C5H12N2

A gas-phase ion, C5H12N2 (charge -1) (ωB97M-V with the def2-TZVPD basis set, OMol25).

Geometry as ORCA input:
```
! wB97M-V def2-TZVPD RIJCOSX def2/J DEFGRID3
* xyz -1 2
C -0.984 -0.146 -2.308
C 0.041 -0.975 -1.541
C 0.971 -0.225 -0.563
C 0.262 0.821 0.310
N -0.677 0.446 1.365
C -0.113 0.504 2.667
N -0.256 -0.301 3.639
H -1.468 -0.876 -2.956
H -1.742 0.209 -1.593
H -0.513 0.612 -2.916
H 0.768 -1.408 -2.257
H -0.409 -1.871 -1.076
H 1.607 0.348 -1.249
H 1.538 -0.873 0.122
H 1.000 1.577 0.647
H -0.294 1.463 -0.395
H -0.846 -0.543 1.189
H 0.492 1.419 2.752
H 0.622 -0.182 4.165
*
```

## Properties
* energy above the lowest of the compared OMol25 structures with the same formula, charge and spin: 94.46 kJ/mol
* expectation value of S²: 0.75
* E_LUMO (alpha / beta): 4.00 / 4.22 eV
* maximum force: 2.958 eV/A
* DFT total energy: -307.12621 Eh

Here are the natural (NBO) charges for atoms 1 to 8, given in e: number 1, C, carries -0.692; number 2, C, carries -0.478; number 3, C, carries -0.723; number 4, C, carries -0.420; number 5, N, carries -0.645; number 6, C, carries 0.221; number 7, N, carries -0.751; number 8, H, carries 0.194

(8)
# C5H12N2

C5H12N2 in the gas phase (ωB97M-V with the def2-TZVPD basis set, OMol25).

Geometry as ORCA input:
```
! wB97M-V def2-TZVPD RIJCOSX def2/J DEFGRID3
* xyz 0 1
C -1.088 -0.776 1.374
C -1.303 -1.265 -0.024
C -0.994 -0.116 -1.017
C 0.354 0.003 -1.680
N 1.411 0.478 -0.737
C 1.178 1.189 0.257
N 2.390 1.794 0.946
H -0.049 -0.853 1.760
H -1.581 -1.441 2.094
H -1.322 0.311 1.498
H -2.305 -1.700 -0.363
H -0.479 -2.066 -0.244
H -1.709 -0.314 -1.863
H -1.267 0.830 -0.564
H 0.720 -0.917 -2.093
H 0.226 0.608 -2.543
H 0.141 1.243 0.737
H 3.167 1.207 0.474
H 2.511 1.787 1.990
*
```

## Properties
* structure (SMILES): CCCC/N=C/N
* energy above the lowest of the compared OMol25 structures with the same formula, charge and spin: 194.01 kJ/mol
* E_LUMO: 1.09 eV
* maximum force: 3.096 eV/A
* DFT total energy: -307.15545 Eh

Here are the natural (NBO) charges for atoms 1 to 8, given in e: number 1, C, carries -0.623; number 2, C, carries -0.411; number 3, C, carries -0.416; number 4, C, carries -0.233; number 5, N, carries -0.490; number 6, C, carries 0.273; number 7, N, carries -0.867; number 8, H, carries 0.215

(9)
# C5H12N2

C5H12N2 in the gas phase (ωB97M-V with the def2-TZVPD basis set, OMol25).

Geometry as ORCA input:
```
! wB97M-V def2-TZVPD RIJCOSX def2/J DEFGRID3
* xyz 0 1
H 1.901 1.038 -1.380
N 2.556 0.845 -0.618
C 2.043 0.200 0.326
C 0.575 -0.584 0.409
N 0.804 -1.877 -0.159
C -0.434 0.316 -0.246
C -1.854 -0.540 -0.319
C -0.694 1.593 0.537
H 2.724 -0.040 1.145
H 0.354 -0.702 1.475
H 0.940 -1.843 -1.162
H 0.090 -2.551 0.084
H -0.158 0.532 -1.282
H -2.178 -0.816 0.683
H -1.765 -1.426 -0.943
H -2.602 0.115 -0.761
H -1.482 2.175 0.062
H -1.019 1.357 1.550
H 0.202 2.208 0.597
*
```

## Properties
* structure (SMILES): [H]/N=C\[C@H](N)C(C)C
* energy above the lowest of the compared OMol25 structures with the same formula, charge and spin: 116.61 kJ/mol
* E_LUMO: 1.02 eV
* maximum force: 3.532 eV/A
* DFT total energy: -307.18493 Eh

Here are the natural (NBO) charges for atoms 1 to 8, given in e: number 1, H, carries 0.322; number 2, N, carries -0.620; number 3, C, carries 0.154; number 4, C, carries -0.100; number 5, N, carries -0.832; number 6, C, carries -0.223; number 7, C, carries -0.612; number 8, C, carries -0.616

(10)
# C5H12N2

C5H12N2 in the gas phase (ωB97M-V with the def2-TZVPD basis set, OMol25).

Geometry as ORCA input:
```
! wB97M-V def2-TZVPD RIJCOSX def2/J DEFGRID3
* xyz 0 1
C -0.084 -1.898 -1.876
N 1.000 -1.658 -1.282
C 1.531 -0.430 -0.881
C 0.998 0.171 0.473
C -0.576 0.322 0.629
C -0.823 0.930 2.112
N -1.091 1.174 -0.456
H -0.518 -1.264 -2.526
H -0.589 -2.961 -1.757
H 1.481 0.436 -1.547
H 2.670 -0.534 -0.798
H 1.343 1.229 0.345
H 1.391 -0.305 1.326
H -1.192 -0.594 0.571
H -1.920 1.308 2.240
H -0.163 1.835 2.221
H -0.442 0.277 2.893
H -2.106 1.237 -0.400
H -0.908 0.726 -1.287
*
```

## Properties
* structure (SMILES): C=NCC[C@@H](C)N
* energy above the lowest of the compared OMol25 structures with the same formula, charge and spin: 247.22 kJ/mol
* E_LUMO: 1.06 eV
* maximum force: 4.522 eV/A
* DFT total energy: -307.13518 Eh

Here are the natural (NBO) charges for atoms 1 to 8, given in e: number 1, C, carries -0.029; number 2, N, carries -0.411; number 3, C, carries -0.254; number 4, C, carries -0.393; number 5, C, carries -0.042; number 6, C, carries -0.621; number 7, N, carries -0.839; number 8, H, carries 0.129

- The highest energy above the lowest of the compared OMol25 structures with the same formula, charge and spin belongs to which entry?
  C5H12KO7

- DFT total energy of number 4 (C5H12N)?
  -252.15903 Eh

- What is the DFT total energy in the fifth record?
  -252.18532 Eh